ORCA calculation (the ωB97M-V functional and the def2-TZVPD basis) on a molecular structure, C29H46BeBrN3P2 at a distorted geometry.

Atoms and positions in Å:
H  4.325  1.421  -0.025
N  -0.707  0.002  2.695
H  5.239  -1.333  3.751
H  5.923  -2.571  2.719
H  5.301  -3.394  -1.436
H  6.410  2.843  0.393
H  3.730  -2.530  1.358
C  -6.311  5.565  -3.650
H  4.448  -2.888  3.607
H  -0.708  -3.076  -2.781
H  3.473  -1.858  -0.902
H  -0.343  3.048  5.166
C  0.305  1.148  -1.622
C  6.455  1.789  0.106
H  6.601  1.773  -0.973
H  -2.032  -0.393  5.730
C  -1.019  2.263  5.536
C  -0.802  2.222  0.301
H  -2.043  2.687  5.642
H  1.623  -2.020  -1.021
C  5.382  -2.374  -1.823
C  -0.825  1.136  -2.414
Br  2.006  0.744  0.531
H  -1.544  -5.124  0.562
H  -3.976  -1.399  0.105
P  5.108  -0.792  0.543
N  -0.996  1.121  4.603
H  0.304  -3.336  2.313
H  4.989  1.345  1.613
H  0.032  -1.447  -2.832
C  -5.443  4.823  -2.821
H  1.225  0.795  -2.084
H  -5.124  5.196  -1.831
C  -1.442  -0.793  3.602
H  -2.324  -3.087  -1.013
C  -1.254  -4.669  1.511
C  5.175  1.069  0.564
H  -6.712  6.514  -3.263
H  -4.911  2.189  -4.995
H  -2.025  -1.366  -1.231
C  -4.947  3.572  -3.275
H  -2.673  -0.938  1.242
H  -0.680  1.928  6.538
H  6.431  -2.072  -1.752
Be  -0.439  -0.184  1.019
H  3.350  -0.981  2.139
C  -3.078  1.991  -2.764
H  0.173  1.985  3.012
H  4.310  -0.468  -1.684
H  -4.140  3.247  -1.361
H  0.979  -2.885  -3.264
C  0.314  1.510  -0.255
C  4.160  -1.645  1.849
H  0.786  -4.303  0.903
C  4.989  -2.125  3.049
H  -1.835  -1.734  3.296
H  -0.819  0.845  -3.487
C  -2.001  2.120  -0.471
C  -3.060  -1.763  0.605
H  5.115  -2.412  -2.883
H  7.339  1.358  0.571
C  -6.175  3.956  -5.335
C  -2.046  -2.170  -0.476
C  -2.003  1.664  -1.852
P  -0.349  -2.241  0.232
H  -6.495  3.624  -6.339
C  -0.417  1.136  3.370
C  -5.292  3.139  -4.586
C  -1.595  -0.129  4.780
H  -2.948  1.778  -3.845
C  -4.061  2.845  -2.367
H  -2.971  2.453  -0.102
N  -6.640  5.116  -4.869
H  -1.006  -5.494  2.174
C  4.448  -1.388  -1.085
H  -2.118  -4.166  1.945
H  -3.352  -2.598  1.285
H  1.084  -3.710  -1.026
H  -0.735  2.827  1.254
C  0.746  -2.670  -1.181
C  -0.062  -3.756  1.355
C  0.207  -2.501  -2.595

Results
E in eV: -124295.75842
Net charge: +2
E_LUMO in eV: -6.187
Maximum force in eV/Å: 3.14
Energy relative to the best compared isomer or geometry (same formula, charge and spin) in kJ/mol: 52.9
HOMO level in eV: -11.5